{
  "formula": "C20H21NO7",
  "method": "the ωB97M-V functional and the def2-TZVPD basis",
  "total_charge": 0,
  "e_homo_ev": -7.9,
  "smiles": "COc1cccc(C(=O)CC(=O)C(=O)Nc2cc(OC)c(OC)c(OC)c2)c1",
  "gap_ev": 7.5971,
  "largest_force_ev_per_a": 17.06,
  "elements": ["C", "H", "O", "C", "C", "C", "C", "C", "C", "H", "H", "H", "C", "O", "C", "C", "O", "C", "O", "N", "C", "C", "C", "C", "C", "C", "H", "O", "C", "H", "H", "H", "O", "C", "H", "H", "H", "O", "C", "H", "H", "H", "H", "H", "H", "H", "H", "H", "H"],
  "coordinates": [[0.897, 2.795, 0.287], [0.093, 2.250, 1.024], [1.434, 1.811, -0.553], [0.481, 1.333, -1.616], [0.884, 0.408, -2.620], [0.258, -0.001, -3.703], [-1.099, 0.397, -3.827], [-1.617, 0.923, -2.725], [-0.831, 1.492, -1.747], [-1.360, 2.236, -0.946], [-2.460, 1.219, -2.779], [-1.568, -0.351, -4.528], [0.705, -1.074, -4.598], [1.160, -0.769, -5.728], [1.204, -2.509, -3.993], [1.794, -2.203, -2.695], [2.797, -2.304, -2.297], [0.665, -1.986, -1.612], [-0.427, -2.326, -1.658], [1.309, -1.533, -0.432], [0.573, -1.115, 0.657], [-0.623, -0.736, 0.598], [-1.253, -0.134, 1.781], [-0.487, 0.442, 2.762], [0.893, -0.170, 2.875], [1.393, -0.546, 1.817], [2.280, -0.649, 1.653], [1.616, 0.534, 3.947], [2.889, 0.551, 3.798], [3.176, 1.008, 4.841], [3.265, -0.672, 3.951], [3.300, 0.841, 3.039], [-1.006, 1.015, 3.961], [-2.460, 0.750, 4.381], [-2.596, -0.315, 4.441], [-2.150, 1.166, 5.510], [-3.159, 1.063, 3.875], [-2.624, 0.357, 1.764], [-3.481, -0.395, 0.758], [-4.375, -0.049, 0.920], [-3.289, 0.206, -0.170], [-3.327, -1.309, 0.567], [-1.375, -1.183, -0.219], [2.125, -1.564, -0.471], [2.011, -3.002, -4.739], [0.204, -2.884, -3.828], [2.058, 0.412, -2.539], [1.587, 3.077, 0.954], [0.515, 3.493, -0.139]],
  "lowdin_charge": [-0.062, 0.156, -0.065, -0.155, -0.023, -0.199, 0.021, -0.069, -0.031, 0.180, 0.016, 0.154, -0.243, 0.081, 0.025, -0.471, 0.253, -0.401, 0.165, 0.209, -0.174, -0.002, -0.134, -0.116, -0.117, 0.040, 0.038, -0.079, -0.186, 0.145, 0.164, -0.016, -0.110, 0.022, 0.081, 0.170, -0.036, -0.114, 0.025, 0.035, 0.105, 0.019, 0.158, -0.014, 0.193, 0.117, 0.191, 0.062, -0.009]
}